Density functional theory data (ωB97M-V/def2-TZVPD) for an isolated ion of composition C19H14F4NO8 and charge -1.

CARTESIAN COORDINATES (ANGSTROEM)
C: -1.01 -5.50 1.15
C: -2.24 -4.68 1.22
O: -1.81 -3.42 0.63
C: -2.79 -2.54 0.57
O: -3.96 -2.93 0.63
C: -2.35 -1.05 0.63
C: -1.05 -0.78 -0.12
O: -0.70 0.35 -0.43
O: -0.25 -1.82 -0.38
C: 0.99 -1.39 -1.05
C: 1.77 -2.66 -1.11
C: -3.50 -0.12 0.13
C: -3.29 1.14 -0.46
C: -4.35 1.89 -0.98
C: -5.66 1.40 -0.93
N: -6.72 2.10 -1.59
O: -7.87 1.63 -1.52
O: -6.44 3.15 -2.21
C: -5.90 0.20 -0.25
C: -4.84 -0.54 0.27
C: -1.98 -0.88 2.10
F: -2.96 -1.51 2.86
C: -0.62 -1.63 2.40
O: -0.60 -2.78 2.80
C: 0.57 -0.77 2.41
F: 1.76 -1.39 2.60
C: 0.54 0.58 2.29
F: 1.66 1.28 2.09
C: -0.73 1.34 2.28
O: -0.77 2.57 2.09
C: -1.87 0.52 2.54
F: -2.86 1.04 3.26
H: -1.20 -6.50 1.55
H: -0.69 -5.58 0.11
H: -0.22 -5.02 1.72
H: -3.07 -5.09 0.61
H: -2.58 -4.47 2.24
H: 0.74 -0.97 -2.03
H: 1.46 -0.63 -0.43
H: 2.75 -2.50 -1.56
H: 1.91 -3.05 -0.09
H: 1.23 -3.40 -1.70
H: -2.28 1.54 -0.53
H: -4.15 2.84 -1.46
H: -6.91 -0.17 -0.15
H: -5.06 -1.50 0.72

Net charge: -1
Total energy, eV: -48666.3458
SMILES string: CCOC(=O)C(C(=O)OCC)(c1ccc([N+](=O)[O-])cc1)[C@@]1(F)C(=O)C(F)=C(F)C([O-])=C1F

---

Density functional theory data (ωB97M-V/def2-TZVPD) for a 2-piece molecular cluster, CH4ClPS overall.

CARTESIAN COORDINATES (ANGSTROEM)
C: 1.91 0.52 -0.34
P: -0.25 0.75 -2.54
S: 0.27 0.54 -0.54
Cl: -2.15 0.21 -2.57
H: -3.43 3.27 -0.96
H: 2.63 0.72 -0.99
H: 2.18 0.42 0.68
H: -3.09 2.79 -1.45

Energy relative to the best compared isomer or geometry (same formula, charge and spin), kcal per mole: 60.9
Net charge: 0
Total energy, eV: -33745.8353

---

Density functional theory data (ωB97M-V/def2-TZVPD) for a 13-piece molecular cluster, C26H78O13 overall.

CARTESIAN COORDINATES (ANGSTROEM)
C: 4.26 2.72 -1.57
C: 3.95 3.43 -2.90
O: 3.75 2.48 -3.97
H: 4.54 3.36 -0.73
H: 4.97 1.92 -1.77
H: 3.33 2.27 -1.22
H: 4.82 3.97 -3.28
H: 3.07 4.06 -2.80
H: 4.51 2.57 -4.54
C: 0.42 -1.26 4.41
C: -0.48 0.01 4.39
O: -0.06 0.73 3.24
H: 1.43 -1.10 4.80
H: 0.44 -1.77 3.45
H: -0.01 -1.90 5.19
H: -0.25 0.68 5.22
H: -1.52 -0.30 4.49
H: -0.46 0.34 2.46
C: -2.46 1.16 -3.83
C: -2.34 2.24 -4.86
O: -1.79 1.79 -6.07
H: -1.47 0.83 -3.50
H: -2.89 0.29 -4.32
H: -2.98 1.50 -2.94
H: -1.81 3.13 -4.54
H: -3.32 2.70 -5.01
H: -0.97 1.31 -5.88
C: -1.58 -3.55 -1.44
C: -2.90 -2.79 -1.70
O: -3.28 -2.02 -0.55
H: -1.54 -4.13 -0.52
H: -0.68 -2.94 -1.32
H: -1.37 -4.20 -2.29
H: -3.70 -3.51 -1.86
H: -2.78 -2.08 -2.52
H: -4.22 -1.82 -0.61
C: -3.22 -4.78 2.00
C: -1.94 -4.47 2.76
O: -2.25 -4.52 4.11
H: -3.94 -3.97 2.05
H: -3.76 -5.66 2.34
H: -2.92 -4.99 0.97
H: -1.53 -3.50 2.48
H: -1.31 -5.31 2.46
H: -1.40 -4.45 4.53
C: -4.34 1.49 0.37
C: -4.24 2.95 -0.18
O: -5.41 3.22 -0.94
H: -3.53 1.21 1.05
H: -4.30 0.74 -0.41
H: -5.33 1.38 0.81
H: -3.35 3.00 -0.80
H: -4.14 3.69 0.62
H: -5.61 4.16 -0.85
C: 0.67 0.54 0.18
C: -0.75 0.05 -0.08
O: -1.30 -0.53 1.11
H: 1.23 -0.19 0.76
H: 0.70 1.50 0.70
H: 1.25 0.74 -0.72
H: -0.55 -0.77 -0.77
H: -1.46 0.78 -0.49
H: -2.02 -1.08 0.81
C: 1.45 4.44 1.68
C: 2.08 5.72 2.21
O: 3.49 5.85 1.84
H: 0.41 4.40 2.02
H: 1.77 3.51 2.15
H: 1.55 4.28 0.60
H: 1.89 5.76 3.28
H: 1.51 6.54 1.77
H: 4.03 6.04 2.61
C: -4.02 -1.37 3.43
C: -4.15 -1.93 4.89
O: -4.50 -3.31 4.90
H: -3.86 -0.29 3.48
H: -4.94 -1.62 2.90
H: -3.17 -1.86 2.97
H: -4.89 -1.39 5.48
H: -3.16 -1.93 5.33
H: -3.70 -3.78 4.68
C: 4.55 -1.15 -0.34
C: 6.03 -0.82 -0.42
O: 6.34 -0.54 -1.77
H: 4.28 -1.67 0.57
H: 4.27 -1.85 -1.13
H: 3.93 -0.26 -0.49
H: 6.65 -1.67 -0.13
H: 6.36 0.05 0.14
H: 6.99 0.17 -1.82
C: 1.80 -1.92 -3.19
C: 2.62 -0.77 -3.83
O: 1.99 0.48 -3.63
H: 2.21 -2.92 -3.36
H: 0.73 -1.92 -3.41
H: 1.88 -1.85 -2.11
H: 2.74 -0.91 -4.90
H: 3.63 -0.70 -3.42
H: 2.64 1.18 -3.67
C: 0.36 3.49 -2.43
C: -0.58 4.45 -1.60
O: -1.67 4.90 -2.49
H: -0.17 2.67 -2.92
H: 1.14 3.13 -1.76
H: 0.88 4.00 -3.24
H: 0.00 5.27 -1.18
H: -0.98 3.84 -0.80
H: -2.24 5.51 -2.02
C: 1.71 -3.80 1.62
C: 2.89 -4.66 1.21
O: 3.06 -5.79 2.08
H: 1.83 -2.78 1.24
H: 1.61 -3.61 2.69
H: 0.80 -4.21 1.20
H: 3.81 -4.08 1.09
H: 2.63 -5.14 0.26
H: 3.58 -6.51 1.71

Energy relative to the best compared isomer or geometry (same formula, charge and spin), kcal per mole: 86.2
Net charge: 0
Total energy, eV: -54839.9288

---

Density functional theory data (ωB97M-V/def2-TZVPD) for a 4-piece molecular cluster, C27H35NO7S overall.

CARTESIAN COORDINATES (ANGSTROEM)
C: 3.05 -2.86 -1.36
C: 2.81 -2.90 0.15
C: 1.88 -1.87 0.80
C: 0.40 -1.78 0.39
O: -0.43 -1.89 1.50
O: 0.09 -2.82 -0.54
S: -1.35 -2.54 -1.21
O: -1.27 -2.92 -2.57
O: -2.36 -3.08 -0.37
O: -1.29 -0.98 -1.07
C: -0.08 -0.46 -0.37
O: -0.50 0.37 0.63
N: -0.68 1.84 0.36
O: -1.70 2.07 -0.10
C: 0.75 0.23 -1.49
C: 0.87 -0.65 -2.74
C: 2.14 0.80 -1.14
C: 2.26 1.91 -0.10
H: 3.83 -3.58 -1.62
H: 2.15 -3.12 -1.92
H: 3.39 -1.88 -1.69
H: 3.77 -2.77 0.65
H: 2.46 -3.89 0.43
H: 1.83 -2.11 1.86
H: 2.32 -0.87 0.76
H: -0.62 -2.83 1.63
H: 0.12 1.07 -1.77
H: 1.65 -0.26 -3.39
H: -0.06 -0.66 -3.31
H: 1.12 -1.68 -2.52
H: 2.50 1.21 -2.09
H: 2.83 -0.02 -0.92
H: 1.70 2.80 -0.41
H: 3.31 2.20 -0.03
H: 1.92 1.63 0.89
C: 1.14 1.79 3.62
C: 2.49 2.03 3.81
C: 2.91 2.88 4.83
C: 1.97 3.49 5.65
C: 0.62 3.25 5.45
C: 0.20 2.40 4.44
H: 0.82 1.12 2.83
H: 3.23 1.55 3.17
H: 3.96 3.07 4.98
H: 2.29 4.16 6.44
H: -0.12 3.73 6.09
H: -0.86 2.21 4.29
C: -1.37 7.76 -0.55
C: -0.12 7.89 0.05
C: 0.46 6.79 0.67
C: -0.20 5.57 0.70
C: -1.45 5.45 0.09
C: -2.03 6.54 -0.53
H: -1.82 8.62 -1.03
H: 0.39 8.84 0.03
H: 1.43 6.89 1.15
H: 0.25 4.72 1.19
H: -1.96 4.50 0.12
H: -3.00 6.45 -0.99
C: -3.99 -5.25 -2.60
C: -2.92 -5.86 -3.24
C: -2.93 -7.23 -3.46
C: -4.02 -7.99 -3.04
C: -5.09 -7.38 -2.40
C: -5.07 -6.01 -2.18
H: -3.97 -4.18 -2.42
H: -2.07 -5.27 -3.56
H: -2.10 -7.71 -3.95
H: -4.03 -9.06 -3.21
H: -5.93 -7.97 -2.07
H: -5.91 -5.53 -1.68

Energy relative to the best compared isomer or geometry (same formula, charge and spin), kcal per mole: 124.0
Net charge: 0
Total energy, eV: -55220.6811
SMILES string: CCC[C@]1(O)OS(=O)(=O)O[C@]1(ON=O)[C@H](C)CC.c1ccccc1.c1ccccc1.c1ccccc1